[1]
An isolated molecule of C7H10, computed with wB97M-V/def2-TZVPD.

Results
HOMO = -9.29 eV
total energy = -7418.5960 eV
LUMO level = 1.095 eV
Kohn-Sham gap = 10.4 eV
SMILES = C[C@]12C[C@@H]3[C@H](C1)[C@@H]32

Geometry as ORCA input:
```
! wB97M-V def2-TZVPD RIJCOSX def2/J DEFGRID3
* xyz 0 1
C -0.680 1.565 -0.990
C -0.001 0.414 -0.296
C 0.246 0.551 1.230
C -0.169 -0.907 1.316
C 0.460 -1.584 0.095
C 1.172 -0.512 -0.734
C -0.846 -0.864 -0.019
H -0.171 2.528 -0.875
H -0.875 1.380 -2.051
H -1.656 1.636 -0.491
H 1.268 0.813 1.538
H -0.468 1.239 1.693
H -0.471 -1.469 2.192
H 0.589 -2.660 0.063
H 2.192 -0.213 -0.455
H 1.142 -0.777 -1.796
H -1.795 -1.187 -0.427
*
```

***

[2]
A structure of composition C12H16Cl2HfN2O2P at a distorted geometry, computed with wB97M-V/def2-TZVPD.

Results
HOMO = -19.49 eV
total energy = -55390.3816 eV
LUMO level = -12.961 eV
Kohn-Sham gap = 6.5 eV

Geometry as ORCA input:
```
! wB97M-V def2-TZVPD RIJCOSX def2/J DEFGRID3
* xyz 3 1
C 0.528 -3.168 -1.343
C -0.137 -2.050 -0.803
H -0.145 -3.956 -1.739
H 1.230 -3.549 -0.561
H 1.169 -2.796 -2.169
O -1.045 -1.617 -0.152
Cl 1.950 -0.916 -0.192
Hf 0.357 0.954 0.178
P 0.030 0.835 -2.452
C -1.549 1.370 -3.187
C 1.144 2.217 -2.936
H 1.544 -0.830 -3.418
H 0.546 0.031 -4.645
H -0.146 -1.308 -3.683
C 0.539 -0.450 -3.655
H 2.131 2.124 -2.453
H 1.277 2.182 -4.025
H -1.360 1.605 -4.246
H -1.930 2.254 -2.662
H 0.722 3.183 -2.629
H -2.307 0.582 -3.094
C -1.753 0.822 -0.151
O -2.916 0.734 -0.256
Cl 1.142 3.075 0.603
N 0.092 -0.062 7.577
C -0.006 -0.124 6.413
C -0.070 -0.157 4.976
C 0.628 -1.090 4.226
C 0.620 -0.998 2.855
N -0.025 0.012 2.192
C -0.843 0.839 2.912
C -0.839 0.803 4.306
H 1.188 -1.875 4.734
H 1.173 -1.711 2.258
H -1.497 1.533 2.351
H -1.442 1.504 4.870
*
```

***

[3]
A structure of composition C7H7F2N2 at a distorted geometry, computed with wB97M-V/def2-TZVPD.

Results
HOMO = -12.92 eV
total energy = -15777.6068 eV
LUMO level = -3.850 eV
Kohn-Sham gap = 9.1 eV

Geometry as ORCA input:
```
! wB97M-V def2-TZVPD RIJCOSX def2/J DEFGRID3
* xyz 1 1
C 0.069 2.294 -0.234
C 1.513 1.933 -0.403
C -0.330 -1.810 -0.650
C -0.937 1.448 0.071
C 1.907 0.796 0.060
C -0.855 0.035 0.603
C 0.540 -0.450 0.842
N -1.299 -0.953 -0.463
N 0.701 -1.621 0.107
F -2.118 2.090 0.244
F 2.979 0.045 0.014
H -0.190 3.280 -0.391
H 2.244 2.653 -0.857
H -0.404 -2.570 -1.334
H -1.365 -0.075 1.585
H 0.618 -0.702 1.965
H -2.234 -1.112 -0.710
H 1.639 -1.975 0.184
*
```

***

- Which of these has the highest LUMO level?
  C7H10